(1)
This record from the OMol25 dataset describes C17H14ErN4O8S2 as an isolated structure. The level of theory is wB97M-V/def2-TZVPD.

Summary:
2S+1: 4
Total charge: -1
Orbital gap (spin up / spin down) (eV): 7.0 / 7.0
Energy relative to the best compared isomer or geometry (same formula, charge and spin) (kJ/mol): 0.0
LUMO level (spin up / spin down) (eV): 2.351 / 2.351
Expectation value of S²: 3.7527
E_HOMO (spin up / spin down) (Eh): -0.17169 / -0.17163

Positions of all 46 atoms, in Å:
Er1 -0.104 0.007 -0.507
O1 -1.709 6.002 0.607
C1 -1.433 4.828 0.609
C2 -2.405 3.670 0.361
O2 -3.600 3.782 0.178
C3 -1.556 2.483 0.276
C4 -0.216 2.798 0.499
O3 0.699 1.896 0.381
C5 -0.038 4.221 0.787
O4 0.982 4.834 1.024
O5 -1.901 1.272 -0.022
N1 4.175 -1.031 -1.166
C6 2.840 -0.991 -0.994
O6 2.198 0.004 -1.352
C7 2.167 -2.158 -0.325
C8 1.184 -1.652 0.749
H1 4.638 -0.227 -1.552
H2 4.708 -1.802 -0.810
H3 2.938 -2.855 0.034
H4 1.622 -2.685 -1.117
H5 1.765 -1.238 1.580
H6 0.637 -2.516 1.141
N2 -1.751 5.365 -2.501
C9 -1.637 3.997 -2.741
C10 -0.390 3.380 -2.741
C11 -0.292 2.008 -2.881
C12 -1.443 1.246 -3.069
C13 -2.690 1.864 -3.144
C14 -2.781 3.227 -2.975
S1 -1.373 -0.494 -3.327
O7 -0.176 -0.904 -2.521
O8 -1.254 -0.735 -4.733
N3 -2.676 -1.104 -2.753
C15 -2.840 -1.530 -1.467
S2 -4.378 -2.216 -1.073
C16 -3.852 -2.514 0.539
C17 -2.584 -2.089 0.681
N4 -2.005 -1.535 -0.439
H7 -0.992 5.749 -1.954
H8 -2.630 5.625 -2.075
H9 0.501 3.963 -2.542
H10 0.686 1.539 -2.841
H11 -3.583 1.267 -3.261
H12 -3.754 3.703 -2.955
H13 -4.487 -2.964 1.283
H14 -2.001 -2.144 1.588

Which charges does Mulliken predict for the atoms? In e, they are: number 1, Er, carries 0.83; number 2, O, carries -0.66; number 3, C, carries 0.43; number 4, C, carries 0.15; number 5, O, carries -0.71; number 6, C, carries 0.96; number 7, C, carries 0.90; number 8, O, carries -0.95; number 9, C, carries 0.03; number 10, O, carries -0.69; number 11, O, carries -0.58; number 12, N, carries -0.42; number 13, C, carries 0.55; number 14, O, carries -0.48; number 15, C, carries -0.52; number 16, C, carries -1.21; number 17, H, carries 0.24; number 18, H, carries 0.20; number 19, H, carries 0.42; number 20, H, carries 0.23; number 21, H, carries 0.36; number 22, H, carries 0.27; number 23, N, carries -0.59; number 24, C, carries 0.12; number 25, C, carries -0.53; number 26, C, carries -0.01; number 27, C, carries -0.18; number 28, C, carries -0.70; number 29, C, carries -0.54; number 30, S, carries 1.38; number 31, O, carries -0.43; number 32, O, carries -0.77; number 33, N, carries -0.73; number 34, C, carries 0.70; number 35, S, carries -0.23; number 36, C, carries -0.25; number 37, C, carries -0.68; number 38, N, carries -0.16; number 39, H, carries 0.31; number 40, H, carries 0.33; number 41, H, carries 0.37; number 42, H, carries 0.62; number 43, H, carries 0.47; number 44, H, carries 0.32; number 45, H, carries 0.43; number 46, H, carries 0.39

(2)
This record from the OMol25 dataset describes one molecule with the formula C17H14F13NO2. The level of theory is wB97M-V/def2-TZVPD.

Summary:
Total charge: 0
Orbital gap (eV): 9.6
SMILES: O=C(O)N(CCc1ccccc1)CCC(F)(F)C(F)(F)C(F)(F)C(F)(F)C(F)(F)C(F)(F)F
LUMO level (eV): 0.358
E_HOMO (Eh): -0.33838

Positions of all 47 atoms, in Å:
O1 2.967 -3.703 -0.240
C1 2.351 -2.823 -0.780
O2 2.559 -2.636 -2.151
N1 1.459 -2.018 0.007
C2 2.169 -0.923 0.710
C3 2.457 0.364 -0.158
C4 3.894 0.959 0.004
C5 4.894 0.529 0.958
C6 6.221 1.166 0.954
C7 6.540 2.226 0.008
C8 5.529 2.710 -0.940
C9 4.239 2.061 -0.912
C10 0.278 -1.566 -0.761
C11 -0.785 -0.773 0.072
C12 -1.760 -1.661 0.905
F1 -2.133 -2.836 0.300
F2 -1.087 -2.031 2.079
C13 -3.034 -0.838 1.419
F3 -3.448 -1.495 2.568
F4 -2.620 0.410 1.814
C14 -4.237 -0.837 0.400
F5 -4.827 -2.085 0.517
F6 -3.818 -0.773 -0.918
C15 -5.388 0.210 0.723
F7 -5.434 0.430 2.087
F8 -6.578 -0.399 0.413
C16 -5.209 1.623 0.038
F9 -5.761 2.550 0.907
F10 -3.908 1.998 -0.150
C17 -5.969 1.816 -1.328
F11 -5.697 3.106 -1.737
F12 -5.539 1.005 -2.328
F13 -7.316 1.729 -1.234
H1 3.502 -2.392 -2.238
H2 3.078 -1.376 1.179
H3 1.510 -0.617 1.570
H4 1.748 1.163 0.211
H5 2.274 0.243 -1.253
H6 4.676 -0.273 1.691
H7 6.983 0.796 1.672
H8 7.546 2.696 -0.023
H9 5.694 3.529 -1.668
H10 3.456 2.419 -1.629
H11 0.533 -0.973 -1.687
H12 -0.219 -2.500 -1.153
H13 -0.373 0.004 0.757
H14 -1.420 -0.216 -0.675

Which charges does Mulliken predict for the atoms? In e, they are: number 1, O, carries -0.53; number 2, C, carries 0.34; number 3, O, carries -0.47; number 4, N, carries 0.29; number 5, C, carries -1.32; number 6, C, carries 0.07; number 7, C, carries 0.29; number 8, C, carries -0.29; number 9, C, carries -0.62; number 10, C, carries -0.34; number 11, C, carries -0.56; number 12, C, carries -0.35; number 13, C, carries -1.02; number 14, C, carries -0.64; number 15, C, carries 0.78; number 16, F, carries -0.32; number 17, F, carries -0.34; number 18, C, carries 0.59; number 19, F, carries -0.31; number 20, F, carries -0.29; number 21, C, carries 0.59; number 22, F, carries -0.32; number 23, F, carries -0.27; number 24, C, carries 0.63; number 25, F, carries -0.28; number 26, F, carries -0.29; number 27, C, carries 0.56; number 28, F, carries -0.30; number 29, F, carries -0.26; number 30, C, carries 0.61; number 31, F, carries -0.26; number 32, F, carries -0.22; number 33, F, carries -0.23; number 34, H, carries 0.35; number 35, H, carries 0.61; number 36, H, carries 0.27; number 37, H, carries 0.34; number 38, H, carries 0.30; number 39, H, carries 0.29; number 40, H, carries 0.35; number 41, H, carries 0.32; number 42, H, carries 0.35; number 43, H, carries 0.26; number 44, H, carries 0.34; number 45, H, carries 0.60; number 46, H, carries 0.33; number 47, H, carries 0.37

(3)
This record from the OMol25 dataset describes C17H14F2N4OS2 as an isolated structure. The level of theory is wB97M-V/def2-TZVPD.

Summary:
Total charge: 0
Orbital gap (eV): 7.8
Energy relative to the best compared isomer or geometry (same formula, charge and spin) (kJ/mol): 150.1
LUMO level (eV): -0.766
E_HOMO (Eh): -0.31551

Positions of all 40 atoms, in Å:
C1 1.433 4.107 4.919
C2 1.280 2.955 3.842
N1 1.939 2.696 2.794
C3 1.604 1.768 2.112
C4 0.731 1.143 2.631
C5 -0.118 -0.013 2.254
N2 0.220 -0.410 1.114
N3 -0.102 -1.731 0.581
C6 -1.124 -2.343 1.206
C7 -1.722 -1.841 2.330
C8 -1.232 -0.895 3.079
H1 -1.416 -0.431 4.014
H2 -2.397 -2.287 2.746
S1 -1.985 -3.787 0.419
C9 -0.705 -4.050 -1.037
C10 -1.238 -2.994 -2.148
O1 -1.972 -3.214 -3.143
N4 -0.442 -1.869 -2.142
C11 -0.457 -1.056 -3.120
C12 -0.569 0.421 -2.540
C13 -0.423 1.474 -3.421
C14 -0.755 1.262 -4.661
C15 -0.676 -0.115 -5.274
C16 -0.672 -1.059 -4.361
F1 -0.234 -2.568 -4.897
H3 -0.642 -0.271 -6.459
F2 -0.625 2.438 -5.753
H4 -0.536 2.334 -3.057
H5 -0.463 0.671 -1.465
H6 -0.065 -1.684 -1.276
H7 -1.046 -5.164 -1.290
H8 0.331 -3.942 -0.685
S2 0.025 1.759 4.231
C17 2.332 1.577 0.863
H9 3.137 2.209 0.787
H10 2.498 0.257 0.934
H11 1.739 1.522 0.031
H12 0.365 4.776 5.090
H13 1.744 3.662 5.975
H14 2.232 4.694 4.778

Which charges does Mulliken predict for the atoms? In e, they are: number 1, C, carries -1.22; number 2, C, carries 0.64; number 3, N, carries -0.49; number 4, C, carries 0.04; number 5, C, carries 1.91; number 6, C, carries -0.58; number 7, N, carries -0.14; number 8, N, carries -0.66; number 9, C, carries 0.85; number 10, C, carries -1.17; number 11, C, carries -0.74; number 12, H, carries 0.49; number 13, H, carries 0.68; number 14, S, carries -0.11; number 15, C, carries -0.64; number 16, C, carries 0.38; number 17, O, carries -0.59; number 18, N, carries 0.01; number 19, C, carries 0.66; number 20, C, carries -0.31; number 21, C, carries -1.06; number 22, C, carries 0.46; number 23, C, carries -0.75; number 24, C, carries 0.61; number 25, F, carries -0.44; number 26, H, carries 0.34; number 27, F, carries -0.37; number 28, H, carries 0.56; number 29, H, carries 0.26; number 30, H, carries 0.30; number 31, H, carries 0.37; number 32, H, carries 0.36; number 33, S, carries -0.33; number 34, C, carries -1.03; number 35, H, carries 0.42; number 36, H, carries 0.18; number 37, H, carries 0.18; number 38, H, carries 0.24; number 39, H, carries 0.26; number 40, H, carries 0.44

Number 1: maximum force 1.024 eV/Å, DFT total energy -89493.92213 eV. Number 2: maximum force 2.949 eV/Å, DFT total energy -58766.90389 eV. Number 3: maximum force 19.224 eV/Å, DFT total energy -52955.53481 eV.